(1)
Entry from OMol25: C5H8N2 in the gas phase in a non-equilibrium geometry (the ωB97M-V functional and the def2-TZVPD basis).

```
15
Properties=species:S:1:pos:R:3
C 0.89425 1.09394 0.69039
N 2.07567 1.21536 0.13277
N 0.32114 -0.13060 0.54953
H -0.40386 -1.08004 -0.93706
H -1.46780 -1.22173 1.05701
C -0.98594 -0.70112 0.17818
H 3.14421 -0.14125 -1.01510
C -2.00185 0.27779 -0.32374
H -2.96084 -0.21466 -0.55707
H -1.53693 0.74773 -1.18755
H -2.17665 1.04048 0.43402
H 1.29696 -1.93104 0.10355
C 2.26563 -0.01341 -0.42732
H 0.47907 1.93121 1.20837
C 1.25028 -0.88222 -0.16957
```

For the LUMO energy, the calculation gives 0.886 eV. Its HOMO energy is -8.6350 eV. The energy relative to the best compared isomer or geometry (same formula, charge and spin) comes out at 2.9724 eV. The SMILES is CCn1ccnc1.

Mulliken atomic charge list, values in e, 5 entries:
1. C -0.168
2. N -0.571
3. N 0.211
4. H 0.330
5. H 0.245


(2)
Entry from OMol25: 2 unconnected molecules or ions with the total composition C5H8N2 in a non-equilibrium geometry (the ωB97M-V functional and the def2-TZVPD basis).

```
15
Properties=species:S:1:pos:R:3
C 1.42132 0.62174 -1.09189
H 0.87028 1.29585 1.03096
C -1.81893 0.13428 -1.95231
H -0.07120 -2.21061 1.62366
H 1.11449 -0.29725 -1.66305
C -0.92022 0.58059 0.11963
N -2.33014 -0.22011 -2.91563
C 0.52661 0.69561 0.15680
C -0.08614 -1.14452 1.77592
H 0.73191 -0.74220 2.20305
H -1.81643 0.89721 0.46688
N -0.16352 -0.53500 0.50031
H 2.55221 0.32983 -0.93237
H -1.08999 -0.85353 2.33803
H 1.07974 1.44810 -1.65999
```

For the LUMO energy, the calculation gives -0.322 eV. Its HOMO energy is -9.8466 eV. The energy relative to the best compared isomer or geometry (same formula, charge and spin) comes out at 5.6546 eV.

Mulliken atomic charge list, values in e, 5 entries:
1. C -1.303
2. H 0.465
3. C -0.042
4. H 0.279
5. H 0.339


(3)
Entry from OMol25: C5H8N2 in the gas phase in a non-equilibrium geometry (the ωB97M-V functional and the def2-TZVPD basis).

```
15
Properties=species:S:1:pos:R:3
N 2.59095 1.21385 1.07074
C -0.18855 -0.17305 -0.15845
H -1.92150 1.01440 0.33483
H -1.16433 -0.82842 1.69495
N -0.89602 -1.41013 -0.44652
C 1.21816 -0.09661 -0.74196
H -1.13310 1.47604 -1.18759
C -0.46523 -1.14734 0.92235
C -0.95167 1.13435 -0.16083
H 1.20620 0.38721 -1.73179
H -0.39880 1.91640 0.37328
H -1.88196 -1.22539 -0.59370
C 2.04759 0.64881 0.22006
H 0.32908 -1.79685 1.27969
H 1.60919 -1.11327 -0.87508
```

For the LUMO energy, the calculation gives 0.886 eV. Its HOMO energy is -10.0035 eV. The energy relative to the best compared isomer or geometry (same formula, charge and spin) comes out at 1.2689 eV. The SMILES is C[C@@]1(CC#N)CN1.

Mulliken atomic charge list, values in e, 5 entries:
1. N -0.428
2. C 0.992
3. H 0.358
4. H 0.277
5. N -0.696


(4)
Entry from OMol25: C5H8N2 in the gas phase (the ωB97M-V functional and the def2-TZVPD basis).

```
15
Properties=species:S:1:pos:R:3
C -1.27730 -1.58921 0.30544
H -1.30039 -2.61720 -0.02836
C -0.31171 0.65340 0.34933
H 1.31049 -2.14650 -0.58790
N -0.21568 -0.84721 0.09282
C 1.84314 0.03332 -0.19743
H -2.08649 -1.16854 0.88360
C 1.12875 1.07582 0.27700
H -0.61608 1.86347 -1.26006
C 1.02273 -1.12963 -0.36403
H 1.46235 2.07550 0.51836
H 2.90998 0.03416 -0.39770
H -1.93767 1.75962 -0.26997
N -1.15263 1.25364 -0.65526
H -0.77950 0.74937 1.33417
```

For the LUMO energy (alpha / beta), the calculation gives 0.740 / 0.738 eV. Its HOMO energy (alpha / beta) is -6.2964 / -6.2964 eV. The energy relative to the best compared isomer or geometry (same formula, charge and spin) comes out at 2.6716 eV.

Mulliken atomic charge list, values in e, 5 entries:
1. C -0.385
2. H 0.268
3. C -0.071
4. H 0.367
5. N 0.125


(5)
Entry from OMol25: C5H8N2 in the gas phase (the ωB97M-V functional and the def2-TZVPD basis).

```
15
Properties=species:S:1:pos:R:3
C 1.12892 1.09477 0.22596
H -0.85828 1.60423 -1.34057
C -1.29194 -1.57012 0.22825
N -0.20617 -0.84426 0.06534
H -0.68847 0.68647 1.39385
H 1.35965 -2.15414 -0.51405
N -1.28937 1.26123 -0.48583
C 1.86132 0.04568 -0.20341
H -1.33224 -2.58799 -0.13490
C 1.05425 -1.13296 -0.33607
C -0.30061 0.63992 0.37300
H -1.69430 2.05823 -0.00761
H -2.08249 -1.13042 0.81952
H 2.93132 0.05219 -0.39392
H 1.44768 2.11547 0.39549
```

For the LUMO energy (alpha / beta), the calculation gives 0.670 / 0.750 eV. Its HOMO energy (alpha / beta) is -6.3017 / -6.2820 eV. The energy relative to the best compared isomer or geometry (same formula, charge and spin) comes out at 2.6830 eV.

Mulliken atomic charge list, values in e, 5 entries:
1. C -0.805
2. H 0.299
3. C -0.386
4. N 0.114
5. H 0.458


(6)
Entry from OMol25: a molecular structure, C5H8N2 (the ωB97M-V functional and the def2-TZVPD basis).

```
15
Properties=species:S:1:pos:R:3
C -1.56040 -1.05357 0.57795
N 1.56238 -1.08636 -1.83712
H -1.42163 1.80434 0.33988
C 1.68440 0.51357 0.29253
H 0.32691 -0.92076 -1.38556
H -2.07254 -0.55326 1.41235
N 0.35282 0.70600 0.86130
C 1.34190 -0.43834 -0.83788
C -0.46048 -0.18630 0.01711
H 2.17429 1.42886 -0.05911
H -1.18978 -2.01948 0.94044
H 2.33925 0.00353 1.00691
H -2.31065 -1.24897 -0.19833
H -0.18751 1.76965 -1.01337
C -0.57897 1.28110 -0.11710
```

For the LUMO energy, the calculation gives 1.044 eV. Its HOMO energy is -8.3004 eV. The energy relative to the best compared isomer or geometry (same formula, charge and spin) comes out at 6.0707 eV.

Mulliken atomic charge list, values in e, 5 entries:
1. C -1.319
2. N -0.581
3. H 0.287
4. C -0.377
5. H 0.605


Look up the energy relative to the best compared isomer or geometry (same formula, charge and spin) of the sixth one. 6.0707 eV